No. 1
Molecular formula: C2H2N2
Method: DFT, ωB97M-V/def2-TZVPD

Atoms and positions in Å:
C 1.63687 -0.53632 -0.31574
N 1.87410 0.21005 0.48734
H 1.33916 -1.22663 -1.06166
C -1.66876 0.56778 0.33132
N -1.62190 0.48774 -0.81181
H -1.55948 0.49739 1.37055

Force components x, y, z for each atom (eV/Å):
-0.8 -1.8 -2.0
0.8 2.0 2.3
0.0 -0.2 -0.2
0.4 -0.4 -1.2
-0.2 0.2 0.3
-0.1 0.2 0.9

Energy relative to the best compared isomer or geometry (same formula, charge and spin) = 7.1 kcal per mole
SMILES = C#N.C#N
E_LUMO = 1.11 eV
Net charge = 0
E_HOMO = -0.46410 Ha
Kohn-Sham gap = 13.74 eV

***

No. 2
Molecular formula: C2H2N2O
Method: DFT, ωB97M-V/def2-TZVPD

Atoms and positions in Å:
C -1.80440 0.14335 1.28198
C 1.00355 -0.09616 -0.45712
N -2.52434 -0.71570 1.48825
N 0.47583 1.18358 -0.23428
O 0.27715 0.62640 -1.41515
H 2.07227 -0.19185 -0.64435
H 0.49992 -0.94962 -0.01932

Force components x, y, z for each atom (eV/Å):
2.1 2.4 -0.7
1.3 -1.8 0.9
-1.9 -2.4 0.5
-0.5 -0.1 -1.4
-0.7 1.6 0.5
-0.1 0.2 0.0
-0.2 0.1 0.1

Energy relative to the best compared isomer or geometry (same formula, charge and spin) = 203.7 kcal per mole
E_LUMO (alpha / beta) = -3.56 / -5.32 eV
Net charge = 0
E_HOMO (alpha / beta) = -0.36997 / -0.32262 Ha
Kohn-Sham gap (alpha / beta) = 6.50 / 3.46 eV

***

No. 3
Molecular formula: C2H2N2O
Method: DFT, ωB97M-V/def2-TZVPD

Atoms and positions in Å:
O 2.05254 -0.21419 0.27956
C 0.89837 -0.29748 -0.04762
C -0.50088 0.44084 0.14585
N -1.01517 -0.77241 -0.38394
N 0.04348 -1.33786 -0.67910
H -0.74680 0.72790 1.16811
H -0.73154 1.45320 -0.48286

Force components x, y, z for each atom (eV/Å):
-2.5 -0.4 -0.8
1.1 1.4 0.6
1.2 4.1 -0.1
-1.3 -0.4 -0.6
1.0 -1.6 -0.3
-0.3 -0.4 0.1
0.6 -2.7 1.1

Energy relative to the best compared isomer or geometry (same formula, charge and spin) = 63.6 kcal per mole
SMILES = O=C1CN=N1
E_LUMO = -0.67 eV
Net charge = 0
E_HOMO = -0.37867 Ha
Kohn-Sham gap = 9.63 eV

***

No. 4
Molecular formula: C2H2N2O
Method: DFT, ωB97M-V/def2-TZVPD

Atoms and positions in Å:
C 0.47895 0.86126 0.34327
N -0.65887 0.22078 0.83367
C -0.74660 -0.75253 -0.00290
O 0.25022 -0.75243 -0.95895
N 1.03159 0.31776 -0.69760
H 0.89407 1.75225 0.78489
H -1.24936 -1.64709 -0.30238

Force components x, y, z for each atom (eV/Å):
0.0 0.1 0.1
0.2 -0.5 -0.7
1.9 -0.3 -1.9
-0.8 0.0 0.7
0.2 0.8 0.5
-0.1 0.0 0.1
-1.5 -0.1 1.2

Energy relative to the best compared isomer or geometry (same formula, charge and spin) = 36.6 kcal per mole
SMILES = c1ncon1
E_LUMO = 1.01 eV
Net charge = 0
E_HOMO = -0.40735 Ha
Kohn-Sham gap = 12.09 eV

***

No. 5
Molecular formula: C2H2N2O
Method: DFT, ωB97M-V/def2-TZVPD

Atoms and positions in Å:
O 0.61360 2.40222 0.36061
C -0.10466 1.44770 0.21495
C 0.17787 0.08753 0.68255
N 0.29279 -0.94611 0.09870
N 0.51034 -2.04318 -0.41883
H -1.09378 1.50775 -0.27959
H -0.39616 -2.45590 -0.65840

Force components x, y, z for each atom (eV/Å):
-0.3 -0.4 -0.1
0.2 0.4 0.0
0.1 -0.5 -0.3
-0.1 0.3 0.2
0.0 0.2 0.1
0.1 0.1 0.1
0.1 -0.1 0.0

Energy relative to the best compared isomer or geometry (same formula, charge and spin) = 74.9 kcal per mole
E_LUMO = 0.06 eV
Net charge = 0
E_HOMO = -0.35383 Ha
Kohn-Sham gap = 9.69 eV

***

No. 6
Molecular formula: C2H2N2O
Method: DFT, ωB97M-V/def2-TZVPD

Atoms and positions in Å:
N 0.24371 1.21043 -0.83212
C 0.11873 0.65466 0.24612
C -0.09727 -0.55829 0.79711
N -0.13800 -1.42709 -0.26395
O -0.06661 -1.11144 -1.42386
H 0.10410 2.11405 -0.33149
H -0.16465 -0.88232 1.80818

Force components x, y, z for each atom (eV/Å):
0.3 0.3 1.6
0.2 -0.8 -0.5
-0.1 -0.1 0.2
-0.1 -0.3 -0.3
-0.2 -0.4 0.0
-0.2 1.4 -1.2
0.1 -0.3 0.1

Energy relative to the best compared isomer or geometry (same formula, charge and spin) = 118.2 kcal per mole
SMILES = N=C=CN=O
E_LUMO (alpha / beta) = -0.70 / -0.70 eV
Net charge = 0
E_HOMO (alpha / beta) = -0.33168 / -0.33185 Ha
Kohn-Sham gap (alpha / beta) = 8.33 / 8.33 eV

***

No. 7
Molecular formula: C2H2N2O2
Method: DFT, ωB97M-V/def2-TZVPD

Atoms and positions in Å:
O 0.06530 1.18628 1.62669
C 0.13386 0.40655 0.55304
N -0.51738 0.84105 -0.49077
O -0.45171 -0.21565 -1.36270
C 0.26938 -1.14546 -0.75682
N 0.69021 -0.83374 0.43269
H -0.60513 1.79891 1.26466
H 0.40014 -2.05563 -1.32067

Force components x, y, z for each atom (eV/Å):
0.1 -0.1 -0.1
-0.5 0.1 -0.5
-0.1 -0.1 0.0
0.2 -0.4 -0.4
0.1 -0.1 0.0
-0.3 0.1 -0.2
0.3 0.5 1.0
0.2 -0.1 0.2

Energy relative to the best compared isomer or geometry (same formula, charge and spin) = 41.7 kcal per mole
E_LUMO = 0.84 eV
Net charge = 0
E_HOMO = -0.38105 Ha
Kohn-Sham gap = 11.21 eV

***

No. 8
Molecular formula: C2H2N2O2
Method: DFT, ωB97M-V/def2-TZVPD

Atoms and positions in Å:
O -0.98258 -1.22650 -1.27446
C -0.40073 -0.52556 -0.49011
C 0.41407 -0.82091 0.70308
N 0.85740 0.26091 1.22879
N 0.54294 1.29268 0.42723
O -0.33635 0.84913 -0.58860
H 0.59807 -1.81328 1.09035
H 0.07103 2.03589 0.94414

Force components x, y, z for each atom (eV/Å):
0.3 0.6 0.6
0.1 -0.3 -0.4
-0.1 0.0 -0.1
0.1 -0.5 0.2
-0.3 0.2 -0.1
-0.2 -0.1 0.0
0.0 0.2 0.1
0.1 -0.1 -0.2

Energy relative to the best compared isomer or geometry (same formula, charge and spin) = 56.1 kcal per mole
SMILES = O=c1cn[nH]o1
E_LUMO = 0.15 eV
Net charge = 0
E_HOMO = -0.37407 Ha
Kohn-Sham gap = 10.33 eV

***

No. 9
Molecular formula: C2H2N2O2
Method: DFT, ωB97M-V/def2-TZVPD

Atoms and positions in Å:
C 0.53956 0.73247 0.01559
C -2.19538 -0.65928 0.00648
N -1.59627 0.36692 -0.00099
N 1.66846 -0.03600 0.18082
O 0.46392 1.88773 -0.14835
O -2.93412 -1.56480 -0.00814
H 2.48210 0.31243 -0.30049
H 1.57172 -1.03948 0.25508

Force components x, y, z for each atom (eV/Å):
-0.3 2.1 -0.3
-0.9 -1.3 -0.1
3.8 1.8 0.2
-2.5 -0.7 0.1
0.2 -1.3 0.1
-0.3 -0.9 0.0
0.0 0.2 0.0
-0.1 0.2 -0.1

Energy relative to the best compared isomer or geometry (same formula, charge and spin) = 59.8 kcal per mole
E_LUMO (alpha / beta) = -1.48 / -1.48 eV
Net charge = 0
E_HOMO (alpha / beta) = -0.36055 / -0.36056 Ha
Kohn-Sham gap (alpha / beta) = 8.33 / 8.33 eV

***

No. 10
Molecular formula: C2H2N2O2
Method: DFT, ωB97M-V/def2-TZVPD

Atoms and positions in Å:
C -0.67749 0.17483 -1.30615
C -0.24692 -0.55855 -0.24813
N -1.08049 0.81791 -2.17330
N 0.01040 -0.01409 1.08471
O 0.55005 -0.73484 1.84751
O -0.42387 1.09644 1.26196
H -0.33512 -1.63217 -0.37491
H 2.20345 0.85047 -0.09170

Force components x, y, z for each atom (eV/Å):
-0.1 1.1 0.2
0.2 -1.5 0.4
-0.2 0.3 -0.8
-1.6 0.5 -2.5
1.1 -1.2 1.7
0.0 0.8 0.5
0.5 0.0 0.6
0.1 0.0 -0.1

Energy relative to the best compared isomer or geometry (same formula, charge and spin) = 193.1 kcal per mole
E_LUMO (alpha / beta) = -0.49 / -3.05 eV
Net charge = 0
E_HOMO (alpha / beta) = -0.40204 / -0.42623 Ha
Kohn-Sham gap (alpha / beta) = 10.45 / 8.55 eV

***

No. 11
Molecular formula: C2H2N2O2
Method: DFT, ωB97M-V/def2-TZVPD

Atoms and positions in Å:
C -1.16250 1.79988 -0.74255
C 2.11487 -3.31500 -0.14312
N -0.46505 0.96409 -0.36970
N 2.44707 -2.19810 0.13566
O 1.82887 -4.40575 -0.38904
O 0.20810 0.00420 -0.30588
H -1.83319 2.56851 -0.99941
H 1.83810 -1.43678 -0.17942

Force components x, y, z for each atom (eV/Å):
-5.7 5.7 -5.2
-0.5 -0.5 -0.3
3.5 -1.7 6.9
0.0 1.7 0.1
0.0 -1.0 -0.1
2.4 -4.4 -1.8
-0.2 0.3 0.0
0.5 -0.2 0.3

Spin multiplicity = 3
Energy relative to the best compared isomer or geometry (same formula, charge and spin) = 29.6 kcal per mole
Expectation value of S² = 2.006
E_LUMO (alpha / beta) = 0.81 / -3.01 eV
Net charge = 0
E_HOMO (alpha / beta) = -0.21976 / -0.40005 Ha
Kohn-Sham gap (alpha / beta) = 6.79 / 7.88 eV

***

No. 12
Molecular formula: C2H2N2O2S
Method: DFT, ωB97M-V/def2-TZVPD

Atoms and positions in Å:
C -1.92220 -0.84520 -0.05111
C 0.22527 -0.62442 0.10136
N -2.42567 -1.97903 -0.37936
N -2.57746 -3.10513 -0.38527
O -3.44146 0.36830 -1.77535
O 0.41537 0.46600 -0.34974
S -2.51443 0.57401 -0.67292
H 0.17004 -0.87553 1.18477
H 0.29510 -1.59033 -0.38224

Force components x, y, z for each atom (eV/Å):
-1.3 3.2 -0.2
0.6 -1.0 2.1
0.1 -4.0 0.4
-0.3 2.0 -0.6
-0.6 0.3 -0.1
0.5 0.9 -0.6
0.8 -1.8 0.3
0.1 0.8 0.1
0.1 -0.4 -1.4

Energy relative to the best compared isomer or geometry (same formula, charge and spin) = 113.9 kcal per mole
E_LUMO = -2.27 eV
Net charge = 0
E_HOMO = -0.35812 Ha
Kohn-Sham gap = 7.48 eV

***

No. 13
Molecular formula: C2H2N2O2S
Method: DFT, ωB97M-V/def2-TZVPD

Atoms and positions in Å:
O -2.59942 -0.60450 0.01382
C -1.42036 -0.01405 -0.03454
N -1.21944 1.19306 0.01335
O 0.20831 1.23416 0.03561
C 0.72926 0.04986 -0.12957
S 2.30029 -0.29788 0.03567
N -0.29403 -0.79314 -0.05959
H -2.49663 -1.51086 0.32600
H -0.43826 -1.77460 0.01614

Force components x, y, z for each atom (eV/Å):
-1.0 -0.1 -0.1
-0.8 -3.9 0.5
1.0 3.6 0.1
-0.4 2.5 -0.9
2.0 -0.9 1.9
1.0 -0.1 -0.5
-2.7 -0.4 -0.7
-0.2 0.1 -0.1
1.3 -0.6 -0.2

Energy relative to the best compared isomer or geometry (same formula, charge and spin) = 36.4 kcal per mole
SMILES = Oc1noc(=S)[nH]1
E_LUMO = -0.26 eV
Net charge = 0
E_HOMO = -0.32885 Ha
Kohn-Sham gap = 8.69 eV

***

No. 14
Molecular formula: C2H2N2O3
Method: DFT, ωB97M-V/def2-TZVPD

Atoms and positions in Å:
C -0.82358 -1.18352 -0.24242
C -0.46147 0.44408 -0.07878
N 0.80481 0.79734 -0.43333
N 1.69387 0.83053 0.52262
O 2.95369 0.84973 0.09135
O -0.06278 -1.88694 0.44714
O -1.85071 -1.54118 -0.90022
H -1.24835 1.09352 -0.75761
H -1.00547 0.59644 1.35125

Force components x, y, z for each atom (eV/Å):
-0.3 0.7 0.7
-5.4 -0.2 0.8
2.9 0.2 1.7
0.9 -0.3 -2.3
-2.2 0.4 0.8
-0.1 -0.1 -0.5
0.9 0.8 0.3
1.6 -1.6 1.7
1.6 0.0 -3.2

Energy relative to the best compared isomer or geometry (same formula, charge and spin) = 44.1 kcal per mole
E_LUMO = 7.33 eV
Net charge = -2
E_HOMO = 0.02310 Ha
Kohn-Sham gap = 6.71 eV

***

No. 15
Molecular formula: C2H2N2O3
Method: DFT, ωB97M-V/def2-TZVPD

Atoms and positions in Å:
O 2.02444 -0.94831 0.10561
C 0.86833 -0.49371 0.01123
N -0.52557 -0.94140 -0.10157
N -1.39724 0.16065 -0.05382
O -0.62134 1.30902 0.05267
C 0.73359 0.89607 -0.02159
O 1.62840 1.60411 -0.12426
H -0.91347 -1.55776 -0.80414
H -1.79713 -0.02867 0.93587

Force components x, y, z for each atom (eV/Å):
-4.2 -0.4 -0.5
0.8 -4.3 -0.1
3.0 -0.8 -0.5
-1.9 -1.0 2.6
1.9 0.0 -0.1
-3.5 2.3 0.7
2.7 3.5 -0.4
0.8 -0.6 0.1
0.3 1.3 -1.9

Energy relative to the best compared isomer or geometry (same formula, charge and spin) = 79.0 kcal per mole
SMILES = O=c1[nH][nH]oc1=O
E_LUMO = -0.59 eV
Net charge = 0
E_HOMO = -0.37405 Ha
Kohn-Sham gap = 9.59 eV

***

No. 16
Molecular formula: C2H2N2O3
Method: DFT, ωB97M-V/def2-TZVPD

Atoms and positions in Å:
N -1.71084 -0.35703 -0.05893
C -0.43613 0.11972 -0.14176
N -0.00387 1.36957 -0.07299
O 1.38402 1.24947 -0.08929
C 1.65006 -0.12810 -0.10307
O 2.74164 -0.53657 0.04961
O 0.49521 -0.79354 -0.25969
H -1.71490 -1.22019 0.39619
H -2.40520 0.29666 0.27993

Force components x, y, z for each atom (eV/Å):
0.1 1.6 -0.8
-1.2 3.8 0.3
-2.0 -2.0 0.0
0.0 -2.2 -0.3
1.9 2.8 0.3
0.3 -1.0 -0.2
1.0 -1.4 0.1
-0.3 -1.6 0.7
0.2 0.0 -0.1

Energy relative to the best compared isomer or geometry (same formula, charge and spin) = 23.2 kcal per mole
SMILES = Nc1noc(=O)o1
E_LUMO = 0.49 eV
Net charge = 0
E_HOMO = -0.35345 Ha
Kohn-Sham gap = 10.11 eV

***

No. 17
Molecular formula: C2H2N2O3
Method: DFT, ωB97M-V/def2-TZVPD

Atoms and positions in Å:
C 1.69888 -1.12180 0.02185
C -0.44456 -0.22792 -0.36137
N 2.80384 -1.28818 -0.03835
N -0.33515 1.12304 -0.00604
O 0.22831 1.78116 -0.81417
O -0.75828 1.51373 1.05814
O -1.30663 -0.88769 0.41464
H -0.37546 -0.70270 -1.37444
H -1.51096 -0.18965 1.09976

Force components x, y, z for each atom (eV/Å):
-7.1 2.4 -0.2
-0.1 -6.9 0.6
4.8 -0.9 -0.2
1.3 1.9 0.0
0.8 1.3 -1.4
-0.7 -0.6 0.6
0.9 2.0 -0.5
0.2 1.6 0.9
-0.1 -0.8 0.2

Energy relative to the best compared isomer or geometry (same formula, charge and spin) = 158.6 kcal per mole
E_LUMO (alpha / beta) = -3.02 / -3.02 eV
Net charge = 0
E_HOMO (alpha / beta) = -0.41158 / -0.41153 Ha
Kohn-Sham gap (alpha / beta) = 8.18 / 8.18 eV

***

No. 18
Molecular formula: C2H2N2O3
Method: DFT, ωB97M-V/def2-TZVPD

Atoms and positions in Å:
C -0.19919 -0.51580 -1.93728
C -0.46731 0.60967 0.31471
N -0.05435 -1.01417 -2.94725
N 0.87303 0.15408 0.47415
O 1.74431 0.72238 -0.09498
O 1.05722 -0.88579 1.15108
O -1.27861 0.02779 1.19207
H -0.64987 1.74261 0.20220
H -1.02523 -0.84076 1.64531

Force components x, y, z for each atom (eV/Å):
-1.2 2.4 4.4
-2.3 -0.9 1.2
0.4 -1.1 -2.2
2.6 -3.1 0.7
0.6 1.3 -0.3
-1.0 1.6 -0.6
-0.1 0.6 -1.2
0.3 -2.2 -0.6
0.6 1.3 -1.4

Energy relative to the best compared isomer or geometry (same formula, charge and spin) = 172.2 kcal per mole
E_LUMO (alpha / beta) = -3.27 / -3.25 eV
Net charge = 0
E_HOMO (alpha / beta) = -0.40650 / -0.40792 Ha
Kohn-Sham gap (alpha / beta) = 7.79 / 7.85 eV

***

No. 19
Molecular formula: C2H2N2O3
Method: DFT, ωB97M-V/def2-TZVPD

Atoms and positions in Å:
O -2.63633 -1.01476 -1.06747
N -2.23845 -0.14886 -0.30169
C -1.43868 0.55138 0.12148
O -1.09188 1.58484 0.86394
H -0.78875 1.24089 1.72108
N 0.51754 -1.20190 -0.72280
C 0.63534 -0.82170 0.37910
O 0.99409 -0.61423 1.50031
H -0.19277 -0.99077 -1.44495

Force components x, y, z for each atom (eV/Å):
-0.6 -0.2 0.2
-1.2 -2.3 -2.5
1.1 3.3 2.6
0.0 -0.4 -0.1
0.2 0.1 0.0
-1.3 -0.5 -3.8
2.0 0.3 4.4
-1.1 0.2 -1.6
0.8 -0.5 0.8

Energy relative to the best compared isomer or geometry (same formula, charge and spin) = 93.2 kcal per mole
SMILES = [O-][N+]#CO.N=C=O
E_LUMO = -0.30 eV
Net charge = 0
E_HOMO = -0.36648 Ha
Kohn-Sham gap = 9.67 eV

***

No. 20
Molecular formula: C2H2N2O4
Method: DFT, ωB97M-V/def2-TZVPD

Atoms and positions in Å:
O 1.32518 1.75649 0.11113
C 0.93249 0.68288 0.01015
O 1.68866 -0.42042 -0.34691
N 1.06172 -1.54031 0.15497
O -0.39464 -1.15577 -0.01845
C -0.34943 0.25044 -0.01313
N -1.42402 0.78222 0.05072
O -2.45498 -0.11707 -0.07618
H 0.98997 -1.30419 1.22469
H -3.26607 0.50502 -0.00336

Force components x, y, z for each atom (eV/Å):
2.0 3.8 0.6
2.8 -0.9 -1.4
1.5 0.5 0.0
-2.5 1.1 2.9
1.7 -0.1 -0.9
-2.0 -7.3 0.7
-4.4 3.8 -0.2
-2.1 2.0 0.5
1.1 -1.3 -1.9
1.9 -1.6 -0.2

Energy relative to the best compared isomer or geometry (same formula, charge and spin) = 113.9 kcal per mole
SMILES = O=c1o[nH]o/c1=N\O
E_LUMO = -0.39 eV
Net charge = 0
E_HOMO = -0.38292 Ha
Kohn-Sham gap = 10.03 eV